1.
ORCA calculation (ωB97M-V/def2-TZVPD) on a cluster of 5 separate species, C35H64INO10P2 in total.

ORCA input file:
```
! RIJCOSX wB97M-V def2-TZVPD def2/J DEFGRID3
* xyz 0 1
C -1.57 -0.76 5.74
C -2.44 -0.11 4.66
P -1.52 0.22 3.11
C -2.84 0.57 1.89
C -0.87 -1.44 2.59
O 0.55 -1.44 2.69
C 1.27 -1.87 1.59
O 0.81 -1.21 0.44
C 1.33 -3.38 1.40
C 0.07 -4.12 0.94
C -0.33 -3.87 -0.51
O -1.38 -4.78 -0.88
C 2.75 -1.39 1.88
O 3.33 -0.81 0.73
C 3.19 0.59 0.57
C 3.37 0.91 -0.91
C 2.77 2.26 -1.26
C 3.00 2.59 -2.71
O 3.57 1.87 -3.46
N 2.47 3.83 -3.16
C 1.24 3.80 -3.88
C 0.70 2.62 -4.40
C -0.49 2.66 -5.12
C -1.15 3.87 -5.32
C -0.62 5.05 -4.79
C 0.57 5.01 -4.07
P 2.82 -0.30 3.42
O 4.44 -0.04 3.43
I 2.68 -2.04 5.17
H -1.49 -1.83 5.61
H -2.06 -0.62 6.70
H -0.59 -0.31 5.81
H -3.28 -0.78 4.48
H -2.89 0.82 4.99
H -3.13 -0.34 1.37
H -2.56 1.35 1.19
H -3.73 0.89 2.43
H -1.25 -2.18 3.30
H -1.25 -1.72 1.61
H 1.17 -1.66 -0.32
H 2.08 -3.55 0.63
H 1.73 -3.83 2.30
H 0.29 -5.19 1.03
H -0.80 -3.95 1.57
H 0.50 -3.99 -1.19
H -0.74 -2.87 -0.58
H -2.16 -4.48 -0.41
H 3.36 -2.26 2.11
H 3.94 1.14 1.13
H 2.19 0.92 0.87
H 4.43 0.96 -1.11
H 2.94 0.11 -1.50
H 1.70 2.29 -1.07
H 3.24 3.05 -0.68
H 2.44 4.51 -2.41
H 1.18 1.66 -4.26
H -0.90 1.75 -5.52
H -2.06 3.90 -5.90
H -1.12 5.99 -4.93
H 1.00 5.91 -3.65
H 4.93 -0.80 3.10
C -3.96 5.36 4.97
C -5.44 5.31 4.61
C -5.46 4.22 3.54
O -4.41 3.31 3.87
C -3.57 3.89 4.88
H -3.77 5.78 5.96
H -3.41 5.94 4.24
H -6.04 5.00 5.47
H -5.84 6.26 4.25
H -5.26 4.64 2.54
H -6.41 3.68 3.50
H -3.77 3.36 5.82
H -2.53 3.75 4.61
C 1.80 5.30 5.83
C 1.02 4.25 6.62
C -0.40 4.78 6.52
O -0.49 5.47 5.26
C 0.82 5.64 4.72
H 2.76 4.94 5.45
H 1.98 6.18 6.45
H 1.09 3.28 6.12
H 1.36 4.14 7.65
H -0.62 5.50 7.32
H -1.15 3.99 6.55
H 0.93 4.95 3.87
H 0.92 6.66 4.35
C 2.63 -5.56 -4.91
C 3.82 -4.87 -4.24
C 3.13 -3.77 -3.45
O 1.84 -4.27 -3.10
C 1.56 -5.47 -3.83
H 2.83 -6.58 -5.22
H 2.32 -4.99 -5.79
H 4.32 -5.57 -3.56
H 4.56 -4.49 -4.94
H 3.00 -2.87 -4.07
H 3.67 -3.49 -2.55
H 1.63 -6.32 -3.14
H 0.55 -5.43 -4.24
C -1.39 -4.44 -8.45
C -2.63 -4.72 -7.60
C -2.21 -5.96 -6.83
O -0.79 -5.86 -6.66
C -0.27 -4.82 -7.49
H -1.32 -3.41 -8.80
H -1.38 -5.10 -9.32
H -2.80 -3.89 -6.91
H -3.54 -4.87 -8.18
H -2.43 -6.87 -7.40
H -2.68 -6.03 -5.85
H 0.00 -3.98 -6.85
H 0.62 -5.17 -8.00
*
```

Properties
- energy relative to the best compared isomer or geometry (same formula, charge and spin) (kJ/mol) = 0.00
- LUMO (Ha) = 0.0145



2.
ORCA calculation (ωB97M-V/def2-TZVPD) on a structure of composition C35H64N4O6P4Pd.

ORCA input file:
```
! RIJCOSX wB97M-V def2-TZVPD def2/J DEFGRID3
* xyz 4 5
Pd -0.31 0.12 0.04
C -0.61 1.32 3.67
P -0.34 -0.05 2.49
C -1.96 -0.96 2.65
N -2.66 -0.81 3.73
C -3.86 -1.32 3.95
C -4.60 -1.13 5.13
C -5.84 -1.70 5.26
C -6.40 -2.48 4.22
C -5.72 -2.69 3.04
C -4.45 -2.12 2.87
N -3.70 -2.23 1.77
C -2.54 -1.73 1.57
P -1.63 -1.96 -0.04
C -1.12 -3.70 0.10
C -2.85 -1.94 -1.49
C -3.22 -0.48 -1.76
C -2.02 -2.48 -2.66
C -4.09 -2.79 -1.26
C 1.00 -1.12 3.27
C 0.61 -1.54 4.68
C 2.24 -0.22 3.26
C 1.21 -2.34 2.37
H -0.76 0.90 4.66
H -1.49 1.90 3.39
H 0.26 1.97 3.68
H -4.16 -0.55 5.92
H -6.40 -1.56 6.17
H -7.37 -2.93 4.36
H -6.13 -3.30 2.25
H -2.01 -4.34 0.10
H -0.57 -3.88 1.02
H -0.48 -3.96 -0.74
H -2.32 0.13 -1.91
H -3.83 -0.07 -0.95
H -3.82 -0.43 -2.67
H -1.04 -1.99 -2.72
H -2.55 -2.28 -3.59
H -1.87 -3.56 -2.60
H -4.67 -2.46 -0.40
H -3.85 -3.85 -1.13
H -4.74 -2.71 -2.13
H 0.61 -0.70 5.38
H 1.35 -2.25 5.04
H -0.36 -2.03 4.72
H 2.16 0.60 3.97
H 2.44 0.18 2.26
H 3.11 -0.82 3.55
H 0.44 -3.09 2.57
H 2.17 -2.79 2.60
H 1.21 -2.07 1.31
C -1.08 2.99 -5.91
C -1.08 2.31 -4.56
C -2.11 2.90 -3.61
O 0.25 2.49 -3.97
P 0.95 1.40 -3.07
O 0.00 0.64 -2.21
C 2.13 2.44 -2.15
P 2.90 1.45 -0.82
O 1.93 0.52 -0.16
O 3.43 2.41 0.29
C 4.39 3.52 0.26
C 3.66 4.83 0.03
C 5.52 3.30 -0.73
O 4.07 0.70 -1.53
C 4.59 -0.60 -1.07
C 6.05 -0.67 -1.43
C 3.76 -1.73 -1.67
O 1.73 0.42 -4.01
C 2.39 0.88 -5.26
C 3.88 0.63 -5.21
C 1.73 0.14 -6.41
H -2.07 2.95 -6.34
H -0.38 2.51 -6.60
H -0.77 4.03 -5.81
H -1.26 1.24 -4.66
H -1.89 3.96 -3.44
H -2.08 2.37 -2.65
H -3.10 2.82 -4.04
H 1.58 3.26 -1.70
H 2.88 2.85 -2.83
H 4.80 3.51 1.27
H 3.33 4.93 -1.01
H 4.34 5.65 0.24
H 2.80 4.92 0.70
H 5.14 3.27 -1.76
H 6.04 2.37 -0.52
H 6.23 4.12 -0.65
H 4.48 -0.63 0.02
H 6.19 -0.51 -2.50
H 6.44 -1.66 -1.18
H 6.63 0.08 -0.90
H 3.84 -1.70 -2.76
H 2.71 -1.62 -1.39
H 4.14 -2.68 -1.32
H 2.20 1.95 -5.36
H 4.11 -0.42 -5.34
H 4.30 0.97 -4.26
H 4.37 1.18 -6.02
H 1.88 -0.93 -6.32
H 2.18 0.47 -7.34
H 0.66 0.33 -6.44
C -4.22 1.91 0.84
C -2.94 2.57 0.56
N -1.73 1.99 0.43
C -0.85 3.00 0.26
C -1.54 4.23 0.26
N -2.84 3.93 0.44
H -4.06 0.86 1.06
H -4.89 2.00 -0.02
H -4.71 2.39 1.70
H 0.21 2.81 0.19
H -1.20 5.25 0.14
H -3.60 4.60 0.50
*
```

Properties
- energy relative to the best compared isomer or geometry (same formula, charge and spin) (kJ/mol) = 106.32
- LUMO (alpha / beta) (Ha) = -0.4233 / -0.5459



3.
ORCA calculation (ωB97M-V/def2-TZVPD) on a structure of composition C35H65AlBBrCl2F2N2O10P2.

ORCA input file:
```
! RIJCOSX wB97M-V def2-TZVPD def2/J DEFGRID3
* xyz 0 1
C -4.75 -0.89 0.17
C -4.08 0.39 0.71
C -2.61 0.19 1.21
C -1.63 -0.29 0.11
C -1.55 0.81 -0.97
C -0.29 -1.00 0.53
N 0.41 -1.47 -0.69
C 1.23 -0.62 -1.56
C 2.70 -1.13 -1.77
C 3.46 -0.34 -2.91
N 4.79 0.09 -2.36
C 0.19 -2.74 -1.35
C -1.19 -3.36 -1.50
C -1.42 -4.63 -0.96
C -2.65 -5.28 -1.09
C -3.74 -4.70 -1.77
C -3.51 -3.45 -2.35
C -2.28 -2.83 -2.21
P -0.89 -2.39 1.71
O -2.34 -2.94 1.15
Cl 0.49 -3.97 1.72
C 0.57 -0.14 1.62
O 0.29 1.22 1.29
C 0.61 2.27 2.15
C -0.63 3.04 2.71
P 1.54 3.53 1.06
C 0.30 4.50 0.06
C 2.32 4.67 2.33
B 0.17 -0.52 3.15
O -0.90 0.08 3.81
O 1.00 -1.36 3.90
C 0.34 -2.14 4.85
C 1.25 -3.29 5.37
C 2.08 -0.31 1.46
F 2.46 -1.63 1.15
C 3.13 0.19 2.47
C 4.07 1.19 1.73
H -4.70 -1.74 0.86
H -5.79 -0.66 -0.08
H -4.27 -1.17 -0.78
H -4.19 1.25 0.04
H -4.64 0.67 1.63
H -2.72 -0.44 2.10
H -2.28 1.19 1.55
H -2.20 -1.09 -0.41
H -2.42 1.47 -1.04
H -0.66 1.46 -0.91
H -1.47 0.31 -1.95
H 1.28 0.39 -1.12
H 0.78 -0.44 -2.56
H 3.35 -1.04 -0.90
H 2.72 -2.18 -2.09
H 2.94 0.59 -3.19
H 3.62 -0.97 -3.80
H 4.65 0.86 -1.72
H 5.16 -0.69 -1.81
H 0.87 -3.53 -0.96
H 0.54 -2.65 -2.39
H -0.66 -5.20 -0.42
H -2.78 -6.27 -0.65
H -4.69 -5.25 -1.81
H -4.32 -2.96 -2.89
H -2.15 -1.85 -2.69
H -2.77 -3.40 1.88
H 1.29 2.13 3.00
H -1.06 2.57 3.60
H -0.34 4.06 3.00
H -1.42 3.13 1.95
H 0.09 5.45 0.58
H 0.77 4.78 -0.90
H -0.62 3.93 -0.12
H 2.69 4.03 3.15
H 1.52 5.29 2.77
H 3.11 5.28 1.88
H -1.64 -0.52 3.97
H 0.10 -1.51 5.73
H -0.61 -2.60 4.53
H 0.88 -3.50 6.50
H 2.28 -2.92 5.37
H 1.18 -4.22 4.78
H 2.32 0.29 0.59
H 3.76 -0.66 2.77
H 2.83 0.67 3.41
H 4.43 1.93 2.47
H 3.53 1.75 0.95
H 4.97 0.68 1.35
Al 6.93 -0.62 -2.90
Br 2.08 -3.71 7.65
Cl 6.98 -1.19 -1.03
O -4.17 1.08 -3.59
C -3.59 2.05 -4.01
O -3.38 3.10 -3.20
C -2.52 4.20 -3.53
C -3.26 5.26 -4.32
C -3.18 2.14 -5.46
H -1.62 3.86 -4.05
H -2.20 4.62 -2.58
H -3.62 4.88 -5.28
H -2.62 6.12 -4.51
H -4.14 5.60 -3.77
H -4.01 2.53 -6.05
H -2.94 1.14 -5.81
H -2.29 2.75 -5.63
C 9.21 3.24 -0.39
C 8.16 4.09 0.27
O 7.18 4.22 -0.74
C 7.27 3.09 -1.50
O 6.43 2.73 -2.27
O 8.42 2.43 -1.26
F 8.64 5.32 0.58
H 9.91 3.83 -0.98
H 9.76 2.63 0.32
H 7.71 3.64 1.16
C -7.62 -6.40 0.53
C -6.70 -5.20 0.13
O -6.89 -4.96 -1.16
H -7.37 -7.29 -0.04
H -7.49 -6.62 1.59
H -8.67 -6.16 0.37
H -5.68 -5.49 0.46
H -6.95 -4.39 0.85
*
```

Properties
- LUMO (Ha) = -0.1944



4.
ORCA calculation (ωB97M-V/def2-TZVPD) on a cluster of 4 separate species, C35H65N3O13 in total.

ORCA input file:
```
! RIJCOSX wB97M-V def2-TZVPD def2/J DEFGRID3
* xyz 0 1
H 3.45 -0.61 -6.29
N 4.39 -0.16 -6.36
C 4.73 0.26 -5.09
C 3.83 0.07 -3.73
C 2.21 0.25 -3.94
C 1.25 -1.08 -4.24
C -0.39 -0.85 -4.38
C -1.07 0.65 -4.26
C -2.71 0.94 -4.37
C -3.21 1.11 -2.78
O -3.26 2.53 -2.35
C -4.61 0.29 -2.50
N -5.78 1.27 -2.58
C -0.12 1.95 -3.98
C 1.49 1.72 -3.82
C 2.10 3.21 -3.49
O 3.36 3.66 -3.51
N 0.87 4.04 -3.20
C 0.57 4.40 -1.76
C 1.38 3.54 -0.63
C 0.75 2.01 -0.38
O 1.03 1.55 1.02
C 1.44 0.12 0.83
C -0.45 3.55 -3.81
O -1.53 4.28 -4.15
H 5.79 0.78 -4.96
H 4.17 0.92 -2.98
H 4.05 -0.95 -3.16
H 1.68 -2.19 -4.31
H -1.15 -1.75 -4.56
H -3.25 0.05 -4.92
H -2.86 1.98 -4.90
H -2.38 0.60 -2.10
H -2.71 2.59 -1.51
H -4.73 -0.65 -3.20
H -4.56 -0.11 -1.39
H -5.71 1.87 -1.71
H -5.58 1.89 -3.41
H -0.60 4.20 -1.61
H 0.70 5.56 -1.56
H 2.55 3.53 -0.76
H 1.19 4.10 0.41
H -0.43 2.03 -0.56
H 1.31 1.25 -1.08
H 2.50 0.03 0.29
H 1.55 -0.46 1.84
H 0.65 -0.46 0.15
C -7.85 -1.31 -1.16
O -7.12 -2.21 -0.35
C -6.62 -1.64 0.86
C -7.12 -2.37 2.12
O -8.52 -2.43 2.35
C -9.33 -3.14 1.40
C -9.05 -4.64 1.20
O -7.76 -4.88 0.63
C -6.93 -5.74 1.40
H -7.21 -0.94 -1.96
H -8.68 -1.86 -1.62
H -8.27 -0.47 -0.60
H -6.86 -0.57 0.93
H -5.53 -1.73 0.82
H -6.70 -1.83 2.98
H -6.69 -3.37 2.19
H -9.34 -2.61 0.45
H -10.35 -3.06 1.78
H -9.77 -5.03 0.48
H -9.18 -5.18 2.14
H -7.18 -5.73 2.46
H -5.90 -5.41 1.28
H -6.99 -6.75 1.00
C -1.03 3.66 7.72
O -0.58 2.32 7.54
C -1.59 1.34 7.74
C -1.81 0.44 6.52
O -2.21 1.05 5.30
C -1.30 1.98 4.69
C 0.08 1.44 4.25
O 0.88 1.04 5.38
C 1.33 -0.30 5.31
H -0.74 4.01 8.71
H -0.52 4.29 6.98
H -2.11 3.77 7.58
H -2.55 1.79 8.05
H -1.26 0.71 8.57
H -2.62 -0.26 6.77
H -0.95 -0.21 6.34
H -1.21 2.87 5.30
H -1.80 2.31 3.77
H 0.62 2.26 3.78
H -0.03 0.64 3.53
H 0.69 -0.94 4.71
H 1.36 -0.70 6.33
H 2.35 -0.32 4.92
C 7.00 -0.60 0.88
O 7.72 -1.46 0.02
C 6.91 -2.15 -0.93
C 7.32 -1.88 -2.39
O 7.28 -0.54 -2.86
C 8.16 0.41 -2.24
C 9.68 0.15 -2.34
O 10.07 -1.03 -1.63
C 10.76 -1.98 -2.44
H 6.84 -1.10 1.84
H 7.62 0.29 1.06
H 6.05 -0.27 0.46
H 5.84 -1.92 -0.80
H 7.03 -3.22 -0.74
H 6.61 -2.43 -3.02
H 8.28 -2.33 -2.62
H 7.86 0.58 -1.21
H 7.97 1.36 -2.75
H 10.19 0.99 -1.86
H 9.99 0.12 -3.38
H 10.51 -1.90 -3.49
H 10.49 -2.98 -2.08
H 11.84 -1.86 -2.29
*
```

Properties
- energy relative to the best compared isomer or geometry (same formula, charge and spin) (kJ/mol) = 1674.87
- LUMO (Ha) = -0.0626



no.,total energy (eV)
1,-85974.6988
2,-96180.6431
3,-187170.8114
4,-68414.4235